# 1
The following is a DFT calculation (ωB97M-V with the def2-TZVPD basis set) of the molecule C6H9NO2 at a distorted geometry.

**Charge**: 0
**E_LUMO**: 0.80 eV
**Highest occupied orbital energy**: -8.352 eV

XYZ file:
```
18
Properties=species:S:1:pos:R:3:forces:R:3
O -0.3520 -0.1158 -1.3772 0.5 1.7 -0.6
O 0.6936 -1.6549 1.5762 -1.6 1.1 -1.9
N 0.6884 -1.9629 -0.9146 2.3 -0.5 1.7
C 0.4619 2.4263 0.7258 3.5 4.4 -0.3
C -1.1017 0.7495 0.7219 -3.4 -1.4 1.9
C 0.4350 -1.2636 0.2543 -1.2 1.0 1.5
C -0.9180 2.2329 0.2377 -3.8 -0.9 3.0
C -0.2465 -0.0891 0.0036 1.6 -4.9 -2.6
C 0.3718 -1.1463 -1.8343 -2.0 0.8 0.5
H 0.4222 3.6952 1.0874 1.2 -3.6 -1.3
H -1.2995 2.8172 -0.6459 1.1 -1.9 -0.1
H -1.7765 2.5811 0.9030 1.6 0.9 0.1
H 1.4105 -2.2431 1.5474 1.6 -1.4 0.1
H 0.5110 -1.1378 -2.8852 0.1 -0.5 -0.7
H -2.2194 0.1743 0.8682 2.5 2.0 -1.0
H 0.7967 1.8538 1.6533 -0.8 0.8 -1.4
H 1.3228 2.1335 -0.1851 -2.5 1.3 2.7
H -0.7350 0.5739 1.8134 -0.7 1.1 -1.7
```
Positions in Å, forces in eV/Å.

***

# 2
The following is a DFT calculation (ωB97M-V with the def2-TZVPD basis set) of the molecule C6H11BO3 at a distorted geometry.

**Charge**: 0
**E_LUMO**: 0.53 eV
**Highest occupied orbital energy**: -9.355 eV

XYZ file:
```
21
Properties=species:S:1:pos:R:3:forces:R:3
O 0.2763 1.7545 0.0447 0.4 -3.6 -2.3
O -0.7685 -0.8403 -1.9666 -0.6 -0.1 0.4
O -1.1464 0.4019 1.2995 1.1 0.9 -1.3
C -0.9906 1.6986 1.9724 -2.5 1.2 -1.7
C -0.4609 -3.1351 -0.1544 -2.1 -0.3 -2.3
C 0.1844 -1.9906 -0.1197 2.9 0.4 2.0
C -0.0676 2.5898 1.0412 -1.5 1.9 0.7
C 0.1739 -0.6791 -0.8938 -1.6 -0.2 0.0
C 1.5090 -0.2808 -1.5419 -0.2 -1.9 0.6
B -0.2980 0.4692 0.1990 0.4 0.8 -0.3
H -1.2637 -3.3552 -0.8996 0.7 0.6 0.4
H 1.5488 0.7661 -1.8652 0.0 -0.5 -0.1
H -2.0608 2.2006 2.0262 2.2 -1.2 0.5
H -0.5284 1.4083 2.8768 0.1 0.5 1.3
H -0.9940 0.0475 -2.2226 -0.3 0.4 -0.5
H 0.8466 2.9396 1.4929 0.2 0.2 0.8
H 0.9712 -1.9726 0.7189 -0.9 0.2 -1.2
H -0.3256 -4.0090 0.4444 0.6 0.1 0.8
H 1.7951 -1.0842 -2.2927 -0.4 1.3 0.6
H -0.5178 3.5183 0.5198 0.0 -1.3 1.4
H 2.1172 -0.4474 -0.6792 1.5 0.4 0.3
```
Positions in Å, forces in eV/Å.

***

# 3
The following is a DFT calculation (ωB97M-V with the def2-TZVPD basis set) of the molecule C18H19F3N2O2S3 at a distorted geometry.

**Charge**: 0
**E_LUMO**: -1.12 eV
**Highest occupied orbital energy**: -6.394 eV

XYZ file:
```
47
Properties=species:S:1:pos:R:3:forces:R:3
S -0.0340 1.0384 2.0612 -0.4 0.7 0.0
S 2.8777 0.9112 -1.8248 0.2 -0.3 0.4
S 2.1855 -0.6199 0.6528 2.6 -0.8 2.5
F 4.1139 -0.5043 2.7300 0.1 -0.5 -0.2
F 2.2439 -1.3339 3.4904 0.4 -0.4 1.2
F 3.5630 -2.5851 2.2711 0.3 0.3 0.1
O 0.1352 1.0924 3.4884 -0.1 0.0 -0.4
O 0.6316 1.9993 1.2089 0.2 -0.3 0.3
N 0.2632 -0.4320 1.4521 2.7 0.0 -1.7
N -4.7511 -0.3890 -3.3220 2.2 -0.1 0.9
C -1.8409 -1.6685 -1.8058 0.0 0.0 0.3
C 4.1886 -0.0798 -2.5380 0.1 0.3 -0.6
C -1.4955 0.6387 -2.4389 0.0 0.2 0.2
C -0.2626 -1.6078 2.0727 -0.1 -0.7 0.5
C -2.6845 0.3252 2.3194 0.1 0.0 -0.2
C 3.7356 1.6529 -0.4143 0.2 0.5 -0.3
C -1.7704 1.1449 1.6543 -0.1 0.2 0.2
C 1.7055 -0.7854 -0.9189 -3.2 1.6 -2.3
C 3.0926 -1.3409 2.4542 -2.6 0.8 0.5
C -2.3203 -0.4868 -2.3826 0.3 -0.1 0.0
C -2.1690 1.9569 0.5921 0.1 -0.4 -0.1
C -0.5551 -1.7031 -1.2818 -0.1 -0.2 -0.4
C -3.9588 0.1619 1.7832 -0.1 0.2 0.0
C -3.4490 1.7971 0.0680 -0.1 0.0 0.2
C -4.3310 0.8786 0.6405 0.0 0.0 0.0
C -0.2031 0.5926 -1.9207 -0.1 0.1 -0.1
C -3.6587 -0.4300 -2.9057 -2.1 0.1 -0.8
C 0.2927 -0.5972 -1.3888 -0.3 -0.8 -0.2
H -5.3171 0.7296 0.1975 0.3 0.0 0.1
H 2.2725 -1.5438 -1.4756 0.1 0.5 0.1
H -4.6576 -0.5326 2.2525 0.2 0.3 -0.1
H 4.1687 0.1669 -3.6048 0.3 -0.3 0.2
H -1.8795 1.5650 -2.8712 0.1 -0.3 0.1
H 5.1416 0.2206 -2.0977 -0.1 -0.2 -0.1
H -2.4798 -2.5510 -1.7679 0.1 0.3 0.0
H 4.0010 -1.1452 -2.3970 0.1 0.1 0.1
H 0.4171 1.4917 -1.9243 -0.3 -0.3 -0.1
H -0.2039 -1.5675 3.1722 0.0 -0.2 -0.4
H 3.0274 1.9092 0.3834 0.1 -0.2 -0.2
H -3.7423 2.3771 -0.8083 0.0 -0.1 0.3
H -1.4571 2.6573 0.1603 -0.1 -0.2 0.0
H -1.3059 -1.7477 1.7532 0.2 -0.1 0.1
H -2.3804 -0.1828 3.2333 -0.1 0.0 -0.3
H 0.3230 -2.4589 1.6983 -0.2 0.1 0.4
H 4.1439 2.5784 -0.8379 0.0 -0.1 0.2
H -0.1677 -2.6084 -0.8084 -0.2 0.2 -0.3
H 4.5508 1.0153 -0.0547 -0.5 0.1 0.0
```
Positions in Å, forces in eV/Å.

***

# 4
The following is a DFT calculation (ωB97M-V with the def2-TZVPD basis set) of a 4-piece molecular cluster, C48H83N6O5 overall at a distorted geometry.

**Multiplicity**: 4
**Charge**: 0
**E_LUMO (spin up / spin down)**: 0.60 / 0.12 eV
**Highest occupied orbital energy (spin up / spin down)**: -8.326 / -8.326 eV

XYZ file:
```
142
Properties=species:S:1:pos:R:3:forces:R:3
O 2.4958 -2.3946 1.2837 0.6 0.6 -0.1
O 4.1341 0.2064 -2.6146 -0.5 -0.1 -0.7
O -7.1077 -1.9154 -3.8720 0.2 -0.4 0.1
O -2.7529 -0.6308 -0.3330 0.1 -0.3 -0.2
O 1.5503 2.1351 1.0151 -0.8 0.2 -0.5
N -6.2707 0.7194 -3.9592 0.7 0.7 0.9
N 1.3143 3.3648 0.6561 2.1 -1.3 1.4
N 4.6960 -0.7326 -3.3228 0.6 1.4 2.4
N -5.6513 3.6611 1.4273 -0.1 -1.1 -0.2
N 2.9800 -2.0007 2.4283 -1.8 -1.9 -0.9
N -8.1385 -1.7586 0.2166 0.9 1.7 0.3
C 7.1348 -1.5713 -1.9066 0.0 0.0 0.0
C 3.7173 4.0690 0.4237 0.0 -0.1 0.6
C -8.5495 -1.1997 3.4915 0.2 -0.2 0.1
C 2.6274 2.7322 -1.3780 -0.2 -0.6 0.4
C 4.6966 -2.6173 4.1309 -0.1 0.2 0.3
C -3.6449 0.4736 1.7258 -0.8 -1.6 0.0
C -5.7862 -2.3007 -3.7764 -0.1 0.0 0.0
C 3.7625 -3.1281 3.0154 1.7 -0.3 1.1
C -7.7815 -0.6878 0.5039 -1.1 -1.0 0.2
C 6.5127 -1.0875 -4.9902 0.0 -0.3 -0.1
C 5.7500 -1.9677 -1.4030 0.3 0.5 0.1
C 0.9521 -0.5334 2.4417 0.1 -0.2 -0.7
C -6.0529 1.0831 0.8690 1.1 0.5 -0.2
C -5.8362 2.5408 1.1988 -0.4 0.2 0.1
C 4.9464 -3.2137 -3.4185 0.3 0.0 -0.3
C 3.3238 -2.2597 -1.8915 -0.3 0.7 0.0
C -5.1853 0.2543 1.8691 -0.2 1.2 0.3
C 3.5607 5.0071 1.6162 0.0 0.0 0.0
C -1.7158 0.3181 -0.5832 -0.3 0.4 0.5
C -7.9837 0.0067 3.4197 0.0 0.4 0.0
C 1.8550 -1.4674 3.2515 -0.4 1.6 1.3
C 0.9835 -2.5821 3.8429 0.1 -0.7 -0.1
C -3.1492 -3.1788 -3.6619 0.0 -0.6 0.1
C 2.4908 4.4885 2.5729 0.6 -0.2 -0.2
C 5.9386 1.1933 -4.3382 -0.5 0.3 0.4
C 2.3911 3.7857 -0.2905 0.2 1.1 -1.9
C 1.7853 -3.6876 4.5248 0.0 0.0 0.0
C -4.9260 0.1875 -3.8717 0.0 -0.7 -1.1
C -3.4639 -1.8390 -3.7353 0.4 0.4 -0.1
C -6.9554 0.7991 -2.6816 -1.2 0.8 0.0
C 1.9641 5.0448 -1.0721 -0.2 0.3 0.2
C 6.0245 -0.2344 -3.7877 1.1 -0.1 -1.7
C -6.2850 1.7617 -1.6560 0.5 -1.0 -0.2
C 0.2399 3.5029 2.9172 0.1 -0.7 -0.1
C -3.0104 -0.7925 1.0595 1.2 0.7 0.1
C 2.4176 -0.5732 4.3898 0.3 0.0 0.2
C 1.1500 4.1881 1.8915 -1.3 1.6 0.6
C 4.6958 -1.9893 -2.5148 -0.3 -2.1 -0.3
C -4.1873 -4.1102 -3.6084 0.0 -0.1 0.0
C 2.8607 -4.2295 3.5875 -0.6 0.1 -0.1
C -7.5694 0.7155 0.9584 0.6 0.5 -0.3
C -5.5132 0.9163 -0.5903 -0.3 0.5 0.3
C -4.7739 -1.3455 -3.7938 0.4 0.0 0.2
C -8.2254 1.0454 2.3245 -1.2 -0.5 1.2
C -5.4947 -3.6681 -3.6663 0.0 0.1 0.0
C 7.0746 -0.2502 -2.6696 -0.1 -0.2 0.6
C 4.7136 -3.7473 1.9873 -0.3 0.1 -0.6
C 0.4186 5.5133 1.5443 0.0 0.2 -0.2
H 0.2730 -2.1575 4.5564 0.1 0.2 -0.1
H -2.0321 -1.0133 1.5386 -0.4 0.2 0.0
H -7.9564 -2.0106 3.9303 -0.8 0.4 0.8
H 1.8726 0.3682 4.4692 -0.2 -0.1 -0.1
H -5.4618 0.6135 2.8747 -0.1 -0.4 -0.3
H -9.5439 -1.4531 3.1144 0.7 0.0 -0.8
H 6.9038 1.4918 -4.7497 0.0 -0.2 0.0
H 5.8014 -2.9480 -0.9244 -0.2 -0.1 -0.1
H -2.1153 -3.5263 -3.6412 -0.3 0.2 0.0
H 5.3567 -2.9857 1.5410 -0.1 0.0 0.0
H -4.3960 0.5066 -4.7904 -0.1 -0.2 0.4
H -1.2799 0.2186 -1.5875 -0.3 -0.5 0.3
H 0.1927 -0.0809 3.0834 0.2 -0.1 0.2
H 4.1846 -4.2626 1.1854 -0.1 0.2 0.0
H 1.9418 5.9492 -0.4663 -0.1 0.0 0.0
H 3.3300 3.1080 -2.1223 0.0 0.2 0.1
H 2.2349 -3.3200 5.4518 0.0 0.0 0.0
H -2.6352 -1.1228 -3.7630 -0.3 -0.1 0.0
H 3.3163 6.0185 1.2789 0.0 0.0 0.0
H 4.4335 4.4929 -0.2835 -0.1 0.0 -0.2
H 8.0606 -0.0271 -3.0848 -0.1 0.0 -0.2
H 5.3924 -3.4011 4.4341 -0.1 -0.1 -0.2
H -7.3140 0.2986 4.2394 0.6 -0.4 -0.9
H 1.5290 0.2758 1.9960 -0.1 -0.1 0.0
H -9.3154 1.1066 2.1526 0.3 0.0 -0.1
H 5.2918 -1.7704 3.7840 -0.1 0.0 0.0
H -5.4933 -0.7963 1.7725 0.3 0.2 0.1
H 4.7698 -4.1372 -2.8654 -0.1 0.1 0.1
H -8.0732 1.3560 0.2147 0.1 -0.3 0.2
H -2.1655 1.3295 -0.5481 0.5 -0.1 0.1
H 4.1720 -2.3178 5.0362 0.0 0.1 -0.1
H 3.4546 -0.2902 4.2113 0.0 -0.1 0.0
H 3.0530 1.8105 -0.9854 -0.1 0.0 0.0
H 3.4690 -4.9668 4.1166 0.2 0.1 -0.1
H -6.8280 0.2839 -4.6780 0.1 -0.2 0.2
H 1.0855 6.3767 1.5574 0.0 0.0 -0.1
H -3.4351 1.3896 1.1622 0.1 -0.2 0.3
H 2.6657 5.2454 -1.8827 0.1 -0.2 0.0
H 0.6760 2.5881 3.3204 0.0 0.0 -0.2
H 5.7065 -1.6763 -5.4261 0.0 0.0 0.1
H 4.1541 3.1274 0.7742 -0.1 -0.1 0.0
H 5.6876 1.9248 -3.5701 -0.1 -0.1 0.0
H -5.5299 -0.1685 -0.7846 -0.1 0.4 -0.3
H -4.3454 0.6154 -3.0397 -0.5 0.0 -0.1
H -0.7315 3.2598 2.4806 0.0 0.0 0.0
H -6.3134 -4.3911 -3.6316 0.1 0.2 0.0
H -3.6184 -1.6946 1.2157 -0.1 0.4 -0.3
H -7.0456 2.4284 -1.2225 0.3 -0.3 0.0
H 4.5140 5.0878 2.1441 0.0 0.0 0.0
H 7.5532 -2.3602 -2.5385 0.0 0.0 0.0
H 0.0692 4.1671 3.7653 0.1 0.2 -0.2
H 2.3720 -4.7674 2.7680 0.0 0.1 -0.1
H -5.5486 2.4253 -2.1363 -0.4 -0.2 -0.1
H -7.9637 1.2059 -2.8907 0.3 -0.3 0.0
H 7.8163 -1.4718 -1.0580 0.0 0.0 0.0
H 5.4458 -1.2617 -0.6222 -0.1 0.0 -0.1
H 2.5404 -2.2591 -2.6532 0.0 0.0 0.0
H 0.4093 -1.0438 1.6453 0.2 -0.1 0.0
H -3.9978 -5.1818 -3.5328 0.1 0.3 0.0
H 1.6969 2.4866 -1.8943 0.0 0.0 0.0
H 6.8605 0.5487 -1.9510 -0.2 0.0 -0.1
H 0.9783 4.9096 -1.5213 0.0 0.0 0.0
H 1.1139 -4.4987 4.8168 0.0 0.0 0.0
H -4.4566 1.2119 -0.6487 -0.3 -0.2 0.4
H -0.3829 5.7292 2.2512 0.1 -0.1 0.1
H 2.3426 5.2136 3.3769 -0.2 0.0 0.0
H 6.8847 -0.4633 -5.8033 0.1 0.1 0.2
H 2.3572 -1.0514 5.3691 0.1 0.0 0.0
H 5.1973 1.2627 -5.1369 0.0 0.0 0.0
H 2.8734 3.5796 3.0510 -0.1 -0.1 -0.1
H -7.6154 -2.7096 -3.6615 -0.2 0.3 -0.1
H 4.2683 -3.2123 -4.2741 0.0 0.0 0.0
H 3.3108 -3.2353 -1.4052 0.2 0.0 -0.1
H 3.0589 -1.5305 -1.1279 0.0 0.1 -0.1
H -0.9233 0.2318 0.1927 -0.3 0.2 -0.5
H -3.2242 0.5524 2.7377 -0.1 0.2 -0.3
H 0.3807 -3.0385 3.0499 0.1 0.1 -0.1
H 7.3248 -1.7651 -4.7221 -0.1 -0.1 0.0
H -7.1312 -0.1751 -2.1882 0.2 0.2 -0.2
H 5.9670 -3.2802 -3.7920 0.0 0.1 -0.1
H -0.0639 5.4691 0.5686 0.1 0.0 0.0
H -7.9121 2.0260 2.7139 0.1 -0.2 -0.6
H 5.3570 -4.4869 2.4656 -0.1 0.1 0.2
```
Positions in Å, forces in eV/Å.

***

# 5
The following is a DFT calculation (ωB97M-V with the def2-TZVPD basis set) of C40H44N11O3PSTi as an isolated structure at a distorted geometry.

**Multiplicity**: 3
**Charge**: +2
**E_LUMO (spin up / spin down)**: -6.33 / -6.43 eV
**Highest occupied orbital energy (spin up / spin down)**: -11.741 / -11.741 eV

XYZ file:
```
101
Properties=species:S:1:pos:R:3:forces:R:3
Ti 0.9974 0.3916 -1.3137 2.2 1.7 0.5
S -4.3684 -1.1860 2.7822 0.5 0.0 -0.3
P 1.6951 -0.0964 1.2253 -0.2 1.6 1.3
O -1.7968 -0.4258 -0.5422 1.7 0.7 0.0
O 2.9100 0.0026 -1.3938 -0.4 -0.5 -0.9
O 3.7674 -1.2555 -3.0828 0.4 0.3 0.2
N 1.9386 -1.2731 -5.2351 -1.4 -0.1 0.7
N 2.0854 2.7283 -1.2060 -0.2 -1.8 0.1
N -6.6495 -2.4894 3.1380 0.1 0.5 0.4
N -1.1508 1.8849 -4.6547 1.0 -0.5 -0.2
N 2.9301 -0.4334 -2.6985 -0.4 -1.1 -0.9
N -0.0520 -1.9215 -4.2483 0.2 0.8 0.7
N 1.5119 -0.7411 -2.9717 -0.9 0.0 0.2
N -0.4751 1.8564 -1.6105 0.0 2.6 -1.5
N -4.8312 -3.3007 4.3801 0.3 2.4 -1.8
N -0.3592 -0.7608 -0.3343 -4.3 -3.6 0.2
N -0.9771 -2.0317 -3.2001 -0.4 0.4 0.1
C 3.3380 3.1497 -1.1200 1.5 -0.5 -0.3
C -2.7684 1.0839 -6.2151 0.0 0.0 -0.2
C -2.4579 3.2629 -0.2577 1.0 -1.4 1.5
C -0.3633 -2.0639 -0.0587 0.7 1.7 -0.4
C 1.9566 -1.8325 0.9204 0.6 -0.9 -0.3
C 5.5433 0.9555 1.9948 -0.3 0.8 1.1
C 1.2140 3.1311 -0.3012 0.4 1.2 0.5
C 4.3155 1.6525 3.9558 -1.4 1.3 0.4
C -2.6272 2.7906 -1.5398 -2.4 0.9 -1.9
C -3.1622 0.9032 -3.8590 -0.6 0.7 1.2
C 3.1586 0.6559 2.0514 -0.3 0.7 -0.5
C 1.1245 -1.3094 -4.1418 1.7 0.8 0.3
C 3.7225 4.1397 -0.2530 1.5 0.1 0.6
C -5.3288 -4.6259 4.3600 -2.0 -1.8 -1.0
C 0.8836 -2.6409 0.4207 1.6 -1.1 -0.8
C 4.3471 0.5677 1.3590 2.3 0.0 0.1
C -1.9399 1.5949 -3.6421 -1.9 -0.4 -0.6
C 3.1325 1.3973 3.2637 -0.3 -0.7 -0.9
C 5.5170 1.5293 3.3277 0.6 -1.9 -2.5
C -0.3675 1.4683 -6.8785 0.9 1.7 -1.4
C -0.1484 2.6344 -0.5213 -2.3 0.5 0.9
C -3.6036 0.7254 -5.1806 0.6 0.2 0.9
C 2.2491 -4.6471 0.7700 0.9 -0.1 -0.5
C -1.4888 1.5105 -5.9007 0.6 0.0 0.5
C 1.3638 -0.6773 3.9568 -2.2 2.3 -1.0
C -1.6525 2.1822 -2.3095 1.4 -1.8 2.7
C -1.2430 0.5256 3.9785 2.0 -0.7 0.6
C -0.4546 0.3933 5.1514 -0.3 -0.3 -1.5
C 3.2031 -2.4074 1.1496 0.4 -1.2 0.4
C -0.6238 0.2354 2.7524 0.2 0.1 0.2
C -7.6674 -2.5184 4.2013 0.2 -1.1 1.5
C 1.4916 4.2237 0.5819 0.0 -0.4 -2.6
C -5.3152 -2.3732 3.4408 -0.3 -1.0 1.3
C 2.7436 4.8071 0.4494 0.6 0.7 1.7
C -1.1794 3.1581 0.2993 -0.3 0.2 -1.4
C 3.3228 -3.7988 1.1441 -2.0 -0.5 -0.8
C 0.8202 -0.1830 5.1455 -0.4 -0.7 -1.1
C 1.1591 -4.0374 0.1926 -1.4 1.7 0.7
C 4.3904 2.5651 -2.0186 0.3 0.4 -0.5
C 0.6913 -0.2463 2.7506 0.0 -0.6 0.4
H 6.4736 0.7953 1.4399 -0.2 0.3 0.4
H -0.3726 -2.1713 -5.1512 -0.3 -0.5 -0.7
H -8.0534 -3.5511 4.3423 -0.2 0.7 -0.3
H -2.2553 0.8245 4.0852 -0.7 0.3 -0.2
H -3.2777 3.5321 0.4111 0.1 0.4 -0.6
H 4.4578 0.2102 0.3191 -0.5 -0.1 0.8
H 3.8275 1.9916 -2.7417 0.5 -0.2 -0.5
H -0.8919 0.6864 6.0695 -0.3 0.3 0.8
H 2.8967 -1.1375 -5.0542 1.3 0.4 0.4
H 2.3108 -5.7593 0.7735 0.3 1.1 -0.1
H -5.9705 -4.8304 3.4317 0.6 0.6 1.3
H 1.4011 -0.2761 6.0357 0.0 -0.1 0.6
H -1.3118 -2.6335 -0.2844 1.1 0.6 0.7
H 0.4470 -4.5437 -0.4442 -0.2 -0.5 0.4
H 0.6776 4.8457 0.8501 -0.6 0.1 1.2
H -1.7999 0.5405 -0.3554 -0.3 -0.7 -0.1
H -4.5410 -5.3437 4.2459 0.7 -0.3 0.3
H -7.2600 -2.2683 5.2011 0.5 -0.2 -0.6
H -8.4624 -1.7733 4.1511 0.0 -0.2 -1.0
H 0.5228 1.9402 -6.4005 -0.6 -0.5 -0.4
H -0.9805 3.6160 1.2499 0.2 -0.1 0.2
H 4.2474 2.1043 4.9566 0.1 -0.1 -0.6
H -6.8903 -1.9620 2.3143 0.0 0.2 0.2
H 4.2578 -4.2518 1.2859 1.2 -0.4 0.6
H -1.1125 0.3631 1.7672 0.1 0.2 0.9
H 3.0139 5.7453 0.9966 -0.5 -1.0 -0.5
H -0.1057 0.4381 -7.1826 -0.3 0.4 0.2
H 2.3328 -1.0989 3.9177 0.7 -0.4 0.0
H 4.1608 -1.9314 1.4177 -1.1 0.5 -0.2
H -3.8174 0.7162 -2.9544 0.8 -0.1 -1.4
H -3.0880 1.0437 -7.2533 0.1 -0.3 0.2
H 2.1845 1.8342 3.5624 0.1 -0.6 0.6
H -0.5644 2.0778 -7.8343 0.1 -1.0 1.3
H 4.8336 4.2927 -0.1309 -1.5 0.5 -0.3
H 1.7977 -1.9634 -5.9358 -0.3 -0.5 -0.6
H -3.8191 -3.2095 4.4417 -0.4 0.0 0.2
H -0.4504 -1.8365 -2.3509 -0.3 -0.1 -0.3
H 5.1231 1.9148 -1.5037 -0.6 0.2 0.0
H -4.5552 0.3082 -5.4174 -0.6 -0.2 0.2
H 6.4130 1.8086 3.8443 0.4 0.0 0.0
H -5.9195 -4.8980 5.2495 0.2 0.2 -0.3
H 5.0053 3.3715 -2.5037 -0.8 -0.7 0.3
H -1.7328 -1.3250 -3.2930 0.8 -0.4 0.0
H -3.6244 2.9336 -2.0226 1.0 -0.1 0.4
```
Positions in Å, forces in eV/Å.